*P*
An isolated molecule of C22H25NO4, computed with the ωB97M-V functional and the def2-TZVPD basis.

Its HOMO-LUMO gap is 8.535 eV. As for the SMILES: COc1ccccc1/C=C/C(=O)N1CCc2cc(OC)c(OC)cc2[C@@H]1C.

Last columns: bonded neighbours and bond lengths (Å).
Atoms and positions in Å:
1 C -6.99225 -2.23377 0.40165  H2 1.095, O3 1.406, H51 1.089, H52 1.095
2 H -7.67759 -2.01775 -0.42457  C1 1.095
3 O -5.78504 -1.52524 0.27283  C1 1.406, C4 1.358
4 C -5.80780 -0.16751 0.29948  O3 1.358, C5 1.390, C9 1.414
5 C -6.97019 0.58617 0.41163  C4 1.390, C6 1.384, H50 1.079
6 C -6.91206 1.96922 0.42390  C5 1.384, C7 1.383, H49 1.080
7 C -5.69432 2.61831 0.32602  C6 1.383, C8 1.381, H48 1.079
8 C -4.53428 1.87718 0.21483  C7 1.381, C9 1.394, H47 1.079
9 C -4.55637 0.48385 0.19770  C4 1.414, C8 1.394, C10 1.449
10 C -3.35568 -0.32136 0.09262  C9 1.449, C11 1.338, H46 1.082
11 C -2.11059 0.11015 -0.13974  C10 1.338, C12 1.477, H45 1.078
12 C -0.99417 -0.85681 -0.16208  C11 1.477, O13 1.223, N14 1.361
13 O -1.08109 -1.94825 0.38176  C12 1.223
14 N 0.15085 -0.48427 -0.79682  C12 1.361, C15 1.441, C36 1.452
15 C 0.37152 0.71594 -1.56235  N14 1.441, H16 1.089, C17 1.528, H44 1.096
16 H -0.57207 1.20661 -1.79540  C15 1.089
17 C 1.31245 1.63711 -0.78726  C15 1.528, C18 1.504, H42 1.091, H43 1.095
18 C 2.55871 0.88317 -0.41288  C17 1.504, C19 1.392, C23 1.387
19 C 2.55056 -0.50694 -0.33580  C18 1.392, C20 1.388, C36 1.510
20 C 3.70594 -1.16292 0.06561  C19 1.388, C21 1.386, H35 1.079
21 C 4.87288 -0.47882 0.36603  C20 1.386, C22 1.402, O30 1.382
22 C 4.89772 0.91632 0.22973  C21 1.402, C23 1.387, O25 1.379
23 C 3.73212 1.57029 -0.13924  C18 1.387, C22 1.387, H24 1.080
24 H 3.75936 2.64728 -0.21380  C23 1.080
25 O 6.01348 1.68444 0.48924  C22 1.379, C26 1.416
26 C 7.15268 1.38443 -0.29706  O25 1.416, H27 1.089, H28 1.096, H29 1.092
27 H 7.95946 1.99923 0.09855  C26 1.089
28 H 6.97400 1.64781 -1.34541  C26 1.096
29 H 7.43005 0.32974 -0.23956  C26 1.092
30 O 5.97329 -1.21422 0.76271  C21 1.382, C31 1.416
31 C 6.42159 -0.94193 2.07831  O30 1.416, H32 1.095, H33 1.089, H34 1.093
32 H 5.66969 -1.25217 2.81187  C31 1.095
33 H 7.32708 -1.53078 2.21491  C31 1.089
34 H 6.64475 0.11764 2.22604  C31 1.093
35 H 3.71248 -2.23724 0.17039  C20 1.079
36 C 1.32524 -1.32719 -0.66041  N14 1.452, C19 1.510, C37 1.535, H41 1.097
37 C 1.54498 -2.17785 -1.91929  C36 1.535, H38 1.088, H39 1.086, H40 1.087
38 H 1.78182 -1.55340 -2.77802  C37 1.088
39 H 2.36732 -2.86933 -1.76387  C37 1.086
40 H 0.64286 -2.74635 -2.13057  C37 1.087
41 H 1.11119 -2.00854 0.17212  C36 1.097
42 H 1.56492 2.51692 -1.38168  C17 1.091
43 H 0.81518 1.97891 0.12601  C17 1.095
44 H 0.84337 0.43899 -2.51180  C15 1.096
45 H -1.88416 1.15804 -0.25398  C11 1.078
46 H -3.49802 -1.38770 0.20493  C10 1.082
47 H -3.58657 2.38853 0.14958  C8 1.079
48 H -5.65028 3.69678 0.33904  C7 1.079
49 H -7.82635 2.53705 0.51201  C6 1.080
50 H -7.93170 0.10368 0.49053  C5 1.079
51 H -6.71636 -3.28682 0.37261  C1 1.089
52 H -7.48808 -2.01706 1.35334  C1 1.095

Results of the natural (NBO) charge analysis, in e, for atoms 1 through 2: -0.2504, 0.1765

*Q*
An isolated molecule of C22H25NO4, computed with the ωB97M-V functional and the def2-TZVPD basis.

Its HOMO-LUMO gap is 8.604 eV. As for the SMILES: COc1ccc(CCN2C(=O)C[C@@H](Cc3cccc(C)c3)C2=O)cc1OC.

Last columns: bonded neighbours and bond lengths (Å).
Atoms and positions in Å:
1 C -4.25529 -2.64963 -0.80744  H2 1.089, O3 1.404, H51 1.095, H52 1.096
2 H -5.25346 -2.92777 -0.47222  C1 1.089
3 O -4.11421 -1.28879 -0.49156  C1 1.404, C4 1.365
4 C -2.94283 -0.67072 -0.82194  O3 1.365, C5 1.381, C9 1.412
5 C -1.85541 -1.27911 -1.41689  C4 1.381, C6 1.390, H50 1.078
6 C -0.70211 -0.56110 -1.71209  C5 1.390, C7 1.378, H49 1.077
7 C -0.62097 0.78386 -1.42154  C6 1.378, C8 1.397, C16 1.508
8 C -1.71545 1.40256 -0.81286  C7 1.397, C9 1.380, H15 1.079
9 C -2.86456 0.70300 -0.50528  C4 1.412, C8 1.380, O10 1.365
10 O -3.96782 1.23228 0.10030  C9 1.365, C11 1.404
11 C -3.96131 2.59956 0.41744  O10 1.404, H12 1.096, H13 1.089, H14 1.095
12 H -3.16398 2.84880 1.12671  C11 1.096
13 H -4.92684 2.79920 0.87997  C11 1.089
14 H -3.85343 3.22292 -0.47674  C11 1.095
15 H -1.64422 2.45501 -0.58578  C8 1.079
16 C 0.54988 1.66957 -1.76770  C7 1.508, H17 1.093, H18 1.095, C19 1.528
17 H 0.85239 2.23056 -0.88010  C16 1.093
18 H 0.20441 2.40309 -2.50297  C16 1.095
19 C 1.79159 0.99698 -2.35134  C16 1.528, N20 1.450, H47 1.091, H48 1.095
20 N 2.63278 0.38040 -1.34408  C19 1.450, C21 1.379, C25 1.377
21 C 3.41882 1.13515 -0.49954  N20 1.379, O22 1.203, C23 1.513
22 O 3.39351 2.33615 -0.43247  C21 1.203
23 C 4.33092 0.18457 0.24383  C21 1.513, C24 1.526, H45 1.093, H46 1.088
24 C 3.77104 -1.20455 -0.04838  C23 1.526, C25 1.520, H27 1.093, C28 1.544
25 C 2.81483 -0.97749 -1.20815  N20 1.377, C24 1.520, O26 1.203
26 O 2.30064 -1.81201 -1.90520  C25 1.203
27 H 4.55483 -1.89792 -0.36457  C24 1.093
28 C 3.01877 -1.85219 1.13385  C24 1.544, C29 1.508, H43 1.091, H44 1.094
29 C 1.64101 -1.29347 1.38538  C28 1.508, C30 1.388, C34 1.389
30 C 1.44157 0.01414 1.80579  C29 1.388, C31 1.389, H42 1.080
31 C 0.16925 0.50806 2.06349  C30 1.389, C32 1.387, C38 1.499
32 C -0.91993 -0.33973 1.93027  C31 1.387, C33 1.382, H37 1.080
33 C -0.73584 -1.64580 1.51634  C32 1.382, C34 1.382, H36 1.079
34 C 0.53201 -2.11624 1.23172  C29 1.389, C33 1.382, H35 1.080
35 H 0.66566 -3.13448 0.89697  C34 1.080
36 H -1.58761 -2.30196 1.42128  C33 1.079
37 H -1.91430 0.01876 2.15014  C32 1.080
38 C -0.00061 1.92894 2.50911  C31 1.499, H39 1.087, H40 1.090, H41 1.089
39 H -1.04222 2.23260 2.44257  C38 1.087
40 H 0.32163 2.04112 3.54477  C38 1.090
41 H 0.60422 2.59781 1.89910  C38 1.089
42 H 2.28163 0.67596 1.95434  C30 1.080
43 H 2.92110 -2.91861 0.92443  C28 1.091
44 H 3.63345 -1.74121 2.03148  C28 1.094
45 H 5.33584 0.30814 -0.16761  C23 1.093
46 H 4.38463 0.42872 1.30315  C23 1.088
47 H 1.52884 0.22608 -3.07674  C19 1.091
48 H 2.39835 1.76343 -2.84451  C19 1.095
49 H 0.11921 -1.09424 -2.15997  C6 1.077
50 H -1.88148 -2.32833 -1.66284  C5 1.078
51 H -4.17385 -2.82529 -1.88553  C1 1.095
52 H -3.51506 -3.26679 -0.28639  C1 1.096

Results of the natural (NBO) charge analysis, in e, for atoms 1 through 2: -0.2487, 0.1995

Which of them is most stable? Easy: *Q*.

*P*
A 2-piece molecular cluster, C2H5FIN overall, computed with the ωB97M-V functional and the def2-TZVPD basis.

Its HOMO-LUMO gap (alpha / beta) is 7.609 / 8.487 eV.

Last columns: bonded neighbours and bond lengths (Å).
Atoms and positions in Å:
1 C -1.08358 -0.03583 0.70530  C2 1.442, H6 1.120, H7 1.086, H8 1.046
2 C -0.35773 -0.62640 -0.39191  C1 1.442, H9 1.066, H10 1.044
3 N 1.81568 0.18484 -0.14435  F4 1.402, I5 2.131
4 F 2.44102 -0.39933 -1.25539  N3 1.402
5 I 1.66193 2.30201 -0.32605  N3 2.131
6 H -1.50559 -0.79680 1.40967  C1 1.120
7 H -0.51411 0.71654 1.24311  C1 1.086
8 H -2.04486 0.28167 0.44320  C1 1.046
9 H -0.02402 -1.63626 -0.46434  C2 1.066
10 H -0.38874 0.00955 -1.21924  C2 1.044

Results of the natural (NBO) charge analysis, in e, for atoms 1 through 2: -0.7169, -0.1023

*Q*
A 2-piece molecular cluster, C2H5FIN overall, computed with the ωB97M-V functional and the def2-TZVPD basis.

Its HOMO-LUMO gap is 8.951 eV.

Last columns: bonded neighbours and bond lengths (Å).
Atoms and positions in Å:
1 C 0.69915 -1.13718 -0.58606  H6 1.061, H7 1.112, H8 1.050
2 C -0.02070 0.79597 0.11853  N3 1.398, F4 1.333, I5 2.154
3 N -1.06553 0.50567 1.00137  C2 1.398, H9 1.003, H10 1.040
4 F 0.98440 1.43603 0.71582  C2 1.333
5 I -0.69295 1.84350 -1.63918  C2 2.154
6 H 1.21009 -1.58670 0.22828  C1 1.061
7 H -0.17432 -1.51443 -1.16097  C1 1.112
8 H 1.31252 -0.84003 -1.38472  C1 1.050
9 H -1.47635 -0.38146 0.77923  N3 1.003
10 H -0.77631 0.87864 1.92770  N3 1.040

Results of the natural (NBO) charge analysis, in e, for atoms 1 through 2: -0.6273, 0.4372

Which of them is most stable? Easy: *Q*.

*P*
A 2-piece molecular cluster, C5H12N3 overall, computed with the ωB97M-V functional and the def2-TZVPD basis.

Its HOMO-LUMO gap is 9.849 eV. The charge is +1.

Last columns: bonded neighbours and bond lengths (Å).
Atoms and positions in Å:
1 C -0.94509 -0.67528 -2.01009  C2 1.344, N4 1.436, H5 1.086
2 C -0.38510 0.42115 -2.55030  C1 1.344, H6 1.092, H7 1.087
3 C 0.89156 -1.97515 -1.39098  N4 1.289, H8 1.088, H9 1.093
4 N -0.22180 -1.43550 -1.02984  C1 1.436, C3 1.289
5 H -1.96416 -1.01156 -2.17666  C1 1.086
6 H 0.60777 0.77843 -2.26919  C2 1.092
7 H -0.88232 1.05755 -3.27796  C2 1.087
8 H 1.49821 -2.55301 -0.69723  C3 1.088
9 H 1.26856 -1.81702 -2.40414  C3 1.093
10 C 1.51662 -0.04588 1.94425  N13 1.476, H14 1.093, H15 1.092, H16 1.091
11 N -1.80385 1.36437 1.30183  C12 1.345, H17 1.016, H18 1.011
12 C -0.60778 1.07982 1.84781  N11 1.345, N13 1.291, H19 1.088
13 N 0.22579 0.26142 1.29756  C10 1.476, C12 1.291, H20 1.034
14 H 1.38827 -0.88363 2.63365  C10 1.093
15 H 1.83018 0.84738 2.48783  C10 1.092
16 H 2.26344 -0.28373 1.18479  C10 1.091
17 H -2.00228 1.25459 0.31148  N11 1.016
18 H -2.29328 2.18102 1.64160  N11 1.011
19 H -0.36209 1.64703 2.74340  C12 1.088
20 H -0.02264 -0.21203 0.41220  N13 1.034

Results of the natural (NBO) charge analysis, in e, for atoms 1 through 2: -0.0647, -0.4368

*Q*
A 2-piece molecular cluster, C5H12N3 overall, computed with the ωB97M-V functional and the def2-TZVPD basis.

Its HOMO-LUMO gap is 7.835 eV. The charge is +1.

Last columns: bonded neighbours and bond lengths (Å).
Atoms and positions in Å:
1 C -1.14508 0.58234 1.32469  C5 1.481, H9 1.108, H10 1.102, H11 1.066
2 C -0.63802 1.44660 -1.04601  C5 1.483, H12 1.082, H13 1.129, H14 1.203
3 C -1.31478 -2.18627 -0.04150  N7 1.396, H15 1.194, H16 1.103, H17 0.999
4 C 4.28232 -0.07028 0.09794  N6 1.248, H19 1.114, H20 1.117
5 C -0.90598 0.32466 -0.11442  C1 1.481, C2 1.483, N7 1.352
6 N 3.05170 0.09870 -0.02622  C4 1.248, N8 1.114
7 N -0.99805 -0.93980 -0.58335  C3 1.396, C5 1.352, H18 1.049
8 N 1.94867 0.25141 -0.02701  N6 1.114
9 H -2.12395 0.26070 1.73095  C1 1.108
10 H -0.22849 0.16779 1.77345  C1 1.102
11 H -1.02642 1.62735 1.49611  C1 1.066
12 H -1.51341 2.05479 -1.23237  C2 1.082
13 H -0.13801 1.06662 -1.98397  C2 1.129
14 H 0.14282 2.21183 -0.54518  C2 1.203
15 H -1.35113 -2.23801 1.15121  C3 1.194
16 H -2.31465 -2.50900 -0.37675  C3 1.103
17 H -0.58918 -2.83669 -0.26259  C3 0.999
18 H -0.79362 -1.07783 -1.60312  N7 1.049
19 H 5.01828 -0.16932 -0.73198  C4 1.114
20 H 4.72729 -0.17070 1.11805  C4 1.117

Results of the natural (NBO) charge analysis, in e, for atoms 1 through 2: -0.7269, -0.7105

Which of them is most stable? Easy: *P*.